DFT (ωB97M-V/def2-TZVPD) results for a structure of composition C5H8O2.

```
15
C5H8O2 ωB97M-V/def2-TZVPD
O -0.843 0.939 0.797
C -1.381 -0.225 0.160
C -0.065 -1.000 -0.053
C 0.803 -0.677 1.211
C 0.808 0.732 0.578
O 1.092 1.956 0.859
C 0.759 0.064 -0.805
H -0.273 1.950 0.602
H -2.081 -0.696 0.856
H -1.892 0.007 -0.782
H -0.151 -2.022 -0.425
H 0.362 -0.786 2.205
H 1.778 -1.167 1.153
H 0.293 0.607 -1.635
H 1.758 -0.284 -1.081
```

Computed properties:
- Calculated total energy: -9406.047 eV
- HOMO-LUMO gap: 10.24 eV
- 2S+1: 1

natural (NBO) population analysis, charges in e, atoms 1 to 6:
1. O -0.666
2. C -0.058
3. C -0.236
4. C -0.462
5. C 0.605
6. O -0.751


DFT (ωB97M-V/def2-TZVPD) results for an isolated molecule of C2H2F3NO.

```
9
C2H2F3NO ωB97M-V/def2-TZVPD
O 2.019 -0.116 0.911
N 1.517 -1.018 0.364
C 0.222 -0.787 -0.336
F -0.163 -2.038 -0.811
C -0.881 -0.163 0.490
F -1.360 -1.038 1.361
F -1.861 0.256 -0.262
H 0.573 -0.176 -1.120
H -0.304 0.714 0.891
```

Computed properties:
- SMILES: O=N[C@@H](F)C(F)F
- Calculated total energy: -13793.328 eV
- HOMO-LUMO gap: 9.21 eV
- 2S+1: 1

natural (NBO) population analysis, charges in e, atoms 1 to 6:
1. O -0.245
2. N 0.164
3. C 0.171
4. F -0.328
5. C 0.538
6. F -0.309


no.,strongest force on any atom (eV Å⁻¹)
1,0.3
2,3.3